Record 1
Formula: C2H4ClNSi
Source: the Open Molecules 2025 dataset
Level of theory: ωB97M-V with the def2-TZVPD basis set

Positions of all 9 atoms, in Å:
Cl  -1.82479  0.08806  -3.46793
Si  0.00864  0.50022  0.88805
N  0.93826  -0.96067  0.90176
C  -1.29901  0.25802  -1.90941
C  -0.77352  0.22896  -0.78548
H  0.97324  -1.56560  0.10479
H  0.67565  1.87491  0.47712
H  1.73458  -1.03707  1.49334
H  -0.43305  0.61316  2.29776

As for the energy above the lowest of the compared OMol25 structures with the same formula, charge and spin: 11.2 kJ/mol. For the molar mass, the calculation gives 105.60 g mol⁻¹. The spin multiplicity is 1. For the HOMO energy, the calculation gives -9.60 eV. As for the SMILES: N[SiH2]C#CCl. The largest force on an atom comes out at 3.0 eV/Å. The total energy is -882.9811 Eh. Its charge is 0.

=====

Record 2
Formula: C2H4ClOP
Source: the Open Molecules 2025 dataset
Level of theory: ωB97M-V with the def2-TZVPD basis set

Positions of all 9 atoms, in Å:
Cl  -0.05146  -1.57245  -0.44895
P  2.15114  0.26291  1.16407
O  -0.05041  0.99030  2.61393
C  0.92945  0.21450  2.51239
C  -0.88457  -1.02937  -1.78730
H  1.32158  1.19572  0.59555
H  1.12355  -0.34361  3.40122
H  -0.48950  -0.69023  -2.75457
H  -1.79362  -0.47123  -1.59515

As for the energy above the lowest of the compared OMol25 structures with the same formula, charge and spin: 468.8 kJ/mol. For the molar mass, the calculation gives 110.48 g mol⁻¹. The spin multiplicity is 1. For the HOMO energy (spin up / spin down), the calculation gives -8.78 / -9.22 eV. The largest force on an atom comes out at 3.2 eV/Å. The total energy is -955.2275 Eh. Its charge is 0.